No. 1
Below is a cluster of 4 separate species, C3H14O3S2 in total, with properties calculated with ωB97M-V/def2-TZVPD.

Geometry as XYZ:
```
22
Properties=species:S:1:pos:R:3
C -0.82797 1.72334 1.32649
C 0.48322 1.07501 1.75752
S 0.52884 -0.72310 1.74878
S 1.55328 -1.32462 0.16546
C 0.25651 -1.98845 -0.89432
H -0.70128 2.80149 1.26668
H -1.63891 1.43690 2.00049
H -1.11715 1.33857 0.35710
H 1.29009 1.48628 1.13907
H 0.76959 1.39717 2.75206
H 0.23520 -3.06997 -1.04297
H -0.69508 -1.57118 -0.58400
H 0.34700 -1.68472 -1.95193
O -3.31567 -0.85167 -0.97355
H -3.31471 -0.84662 -0.00339
H -3.15028 -1.78759 -1.14131
O -2.30269 1.72952 -1.73178
H -3.14810 1.26634 -1.77330
H -1.82506 0.89848 -1.59991
O 2.28959 1.80254 -2.02071
H 2.34311 1.94990 -1.07329
H 1.60604 1.13114 -2.16381
```

Charge   0
SMILES   CCSSC.O.O.O
Kohn-Sham gap   9.10 eV
E_HOMO   -0.3265 Ha

No. 2
Below is a cluster of 4 separate species, C3H14O4 in total, with properties calculated with ωB97M-V/def2-TZVPD.

Geometry as XYZ:
```
21
Properties=species:S:1:pos:R:3
C 3.38643 0.14594 -0.59407
C 2.31829 1.28972 -0.68810
C 1.31530 1.18416 0.43179
O 0.02939 1.74108 0.04580
H 4.38434 0.53066 -0.70170
H 3.30365 -0.48169 0.28690
H 3.26300 -0.55669 -1.41855
H 1.83454 1.07114 -1.61851
H 2.87456 2.22445 -0.71595
H 1.64236 1.60677 1.38374
H 0.99429 0.14315 0.51122
H 0.16694 2.66543 -0.20718
O -4.27201 -2.34740 0.95588
H -3.55737 -2.53559 1.56593
H -4.29256 -1.40421 0.77155
O -2.45124 -3.73545 -2.03839
H -1.64169 -4.22057 -1.83312
H -2.94469 -4.43863 -2.48008
O -2.40529 2.36773 2.37952
H -2.47955 2.22126 1.43131
H -1.46872 2.52874 2.53200
```

Charge   0
SMILES   CCCO.O.O.O
Kohn-Sham gap   11.32 eV
E_HOMO   -0.3927 Ha

No. 3
Below is a cluster of 4 separate species, C3H14O4 in total, with properties calculated with ωB97M-V/def2-TZVPD.

Geometry as XYZ:
```
21
Properties=species:S:1:pos:R:3
C -0.06548 2.27201 0.22773
C -1.10271 1.39432 -0.47652
C -0.96100 1.31814 -1.97482
O -1.13448 0.08491 0.12134
H -0.38424 2.37920 1.26907
H 0.94134 1.86195 0.16475
H -0.10141 3.28361 -0.17585
H -2.06545 1.83381 -0.20169
H -1.12567 2.29804 -2.42581
H -0.00560 0.91577 -2.31650
H -1.76113 0.69079 -2.37879
H -0.27556 -0.31217 -0.10852
O 3.41417 -0.12969 -0.29649
H 3.04681 -0.55830 0.49108
H 3.94694 -0.82594 -0.69631
O -1.71098 -2.66947 0.97536
H -2.51664 -3.19697 0.99983
H -2.01659 -1.82546 0.60512
O 1.18614 -1.46846 1.17089
H 0.48625 -2.14335 1.14724
H 0.67148 -0.67941 1.38933
```

Charge   0
SMILES   CC(C)O.O.O.O
Kohn-Sham gap   11.41 eV
E_HOMO   -0.3949 Ha

No. 4
Below is a cluster of 4 separate species, C3H14O4 in total, with properties calculated with ωB97M-V/def2-TZVPD.

Geometry as XYZ:
```
21
Properties=species:S:1:pos:R:3
C 0.92457 -3.27681 2.17349
O 1.26635 -1.94634 2.41877
H 1.57757 -3.66058 1.38965
H 1.21792 -3.86181 3.04517
H -0.10385 -3.45775 1.86089
H 1.13837 -1.77294 3.35427
C 0.79668 1.58735 -3.23054
O 1.83812 0.96347 -2.47797
H 1.10392 2.53782 -3.66679
H 0.24325 0.99155 -3.95637
H 0.03530 1.74372 -2.46638
H 1.54866 0.72123 -1.59529
C -2.68403 1.95225 0.46614
O -1.58813 1.17539 0.13294
H -2.49180 2.69044 1.24474
H -2.86372 2.48016 -0.47041
H -3.55978 1.34852 0.70419
H -1.86319 0.75948 -0.68740
O 1.35140 -0.21494 0.26808
H 1.65446 -0.78258 0.97673
H 0.45790 0.02241 0.51615
```

Charge   0
SMILES   CO.CO.CO.O
Kohn-Sham gap   10.20 eV
E_HOMO   -0.3546 Ha

No. 5
Below is a cluster of 4 separate species, C3H15N2O3 in total, with properties calculated with ωB97M-V/def2-TZVPD.

Geometry as XYZ:
```
23
Properties=species:S:1:pos:R:3
C 1.19189 2.70196 0.60686
C 1.01297 2.47321 -0.89384
N -1.45977 -0.14326 -1.35760
C -0.35511 0.45295 -0.98820
N -0.27817 1.78610 -1.10918
H 1.25274 3.78102 0.81647
H 0.31573 2.45490 1.22407
H 2.06578 2.23612 1.02764
H 0.93502 3.37348 -1.48464
H 1.75684 1.82604 -1.32764
H -2.28658 0.40341 -1.57780
H -1.56663 -1.20217 -1.20822
H 0.49496 -0.15454 -0.69620
H -1.11500 2.33375 -1.33644
H 0.36563 -1.59348 1.50039
H -0.24863 -2.40080 0.26730
O -0.16690 -1.52990 0.67122
H -1.29371 -3.34676 -1.87344
H -2.38118 -3.43339 -0.79443
O -1.61795 -2.90372 -1.07190
H 1.88362 -2.36686 2.94856
H 0.50352 -2.71559 3.56570
O 0.99093 -2.03247 3.09133
```

Charge   +2
Spin multiplicity   2
⟨S²⟩   0.783
Kohn-Sham gap (spin up / spin down)   9.16 / 4.32 eV
E_HOMO (spin up / spin down)   -0.6537 / -0.6531 Ha

No. 6
Below is a cluster of 4 separate species, C3H15NO3 in total, with properties calculated with ωB97M-V/def2-TZVPD.

Geometry as XYZ:
```
22
Properties=species:S:1:pos:R:3
C -1.38969 -1.01560 -1.33387
C -0.38612 -0.38969 -0.37603
C -1.01465 -0.29284 1.02937
N 0.90368 -1.08593 -0.31227
H -2.30837 -0.44221 -1.35734
H -1.06229 -1.06893 -2.37960
H -1.55764 -2.05655 -1.03276
H -0.24592 0.63437 -0.63622
H -0.57384 0.50474 1.62771
H -2.07840 -0.06959 0.95633
H -0.87224 -1.20708 1.59877
H 1.31775 -0.94590 -1.24314
H 0.72049 -2.08343 -0.35290
O 2.88665 1.75637 2.39556
H 2.74532 0.90815 1.94696
H 2.10671 2.31240 2.30500
O 2.84832 -1.05794 1.81392
H 2.23968 -1.07960 1.04388
H 3.50106 -1.75235 1.67533
O -2.83534 2.63356 -2.20661
H -1.96099 2.99232 -2.02105
H -2.98418 2.80573 -3.14107
```

Charge   0
SMILES   CC(C)N.O.O.O
Kohn-Sham gap   10.93 eV
E_HOMO   -0.3829 Ha

Molecular weight
In order: 162.28, 114.14, 114.14, 114.14, 127.16, 113.16
Unit: g mol⁻¹
Max |F|
In order: 1.819, 2.052, 0.840, 2.151, 1.996, 1.640
Unit: eV/A
Calculated total energy
In order: -31150.73876, -11527.24396, -11528.28616, -11526.27300, -12457.81517, -10987.02086
Unit: eV